[1]
Here is a molecular structure, C25H33BrClCrN2O8P from OMol25. Energies are from wB97M-V/def2-TZVPD.

```
72
Properties=species:S:1:pos:R:3:mulliken_charge:R:1
Cr 0.6830 -0.8717 0.1621 0.81
N 0.5837 -0.6950 2.3998 -0.32
C -0.8204 -0.5900 2.8116 -0.27
C -1.7343 -1.1225 1.7204 0.75
O -2.8561 -1.5256 1.9420 -0.74
O -1.1658 -1.0317 0.5616 -0.46
H 0.9696 -1.6042 2.6266 0.34
H 1.1562 0.0452 2.7829 0.26
H -1.0845 0.4648 2.9167 0.02
H -1.0381 -1.1125 3.7438 0.33
C -5.1870 0.8228 0.1603 -1.56
C -4.5849 2.0427 0.8586 0.56
C -4.8118 1.9093 2.3684 -1.52
P -2.7462 2.1172 0.5796 0.66
C -2.5406 2.2607 -1.2676 0.44
C -3.5104 3.1845 -2.0025 -1.60
C -2.4696 0.8855 -1.9381 -1.08
C -2.3238 3.8801 1.0765 0.41
C -3.4543 4.9069 1.1440 -1.66
C -1.5662 3.8500 2.4086 -1.38
H -6.2296 0.6957 0.4671 0.49
H -4.6436 -0.0858 0.4338 0.21
H -5.1735 0.9173 -0.9244 0.26
H -5.0737 2.9514 0.4968 0.47
H -4.2902 1.0263 2.7461 0.18
H -5.8772 1.7864 2.5855 0.46
H -4.4561 2.7781 2.9243 0.31
H -1.5374 2.6927 -1.3392 0.29
H -4.5507 2.8871 -1.8528 0.22
H -3.3127 3.1557 -3.0783 0.48
H -3.4070 4.2219 -1.6823 0.30
H -3.4564 0.4384 -2.0636 0.20
H -1.8686 0.1905 -1.3529 -0.01
H -2.0195 0.9796 -2.9310 0.35
H -1.6143 4.1984 0.3057 0.43
H -4.1148 4.7149 1.9918 0.29
H -4.0675 4.9282 0.2441 0.30
H -3.0360 5.9085 1.2819 0.46
H -2.1744 3.3933 3.1941 0.27
H -1.3108 4.8638 2.7336 0.47
H -0.6423 3.2791 2.3159 0.17
Br 0.7733 1.6007 0.2319 -0.65
O 1.1852 -2.9173 1.1107 -0.61
C 0.9083 -3.4505 0.0081 0.58
O 0.4354 -2.8032 -0.9517 -0.60
C 1.1717 -4.9167 -0.1762 0.17
C 0.1208 -5.8233 -0.1161 -0.43
C 0.3568 -7.1872 -0.2264 -0.54
C 1.6468 -7.6578 -0.4099 -0.49
C 2.6700 -6.7321 -0.4782 0.02
C 2.4709 -5.3722 -0.3618 -0.37
N 4.0595 -7.2361 -0.6752 1.03
O 4.9363 -6.4175 -0.8393 -0.61
O 4.2285 -8.4393 -0.6590 -0.63
H -0.8874 -5.4538 0.0232 0.51
H -0.4678 -7.8856 -0.1760 0.38
H 1.8670 -8.7104 -0.5019 0.48
H 3.3057 -4.6873 -0.4098 0.60
Cl 1.4155 2.5472 -6.4039 -0.26
C 1.9577 1.6734 -4.9872 0.49
C 3.2155 1.9349 -4.4723 -0.66
C 3.6347 1.2400 -3.3486 -0.47
C 2.8053 0.3043 -2.7446 0.06
C 1.5518 0.0507 -3.2865 0.34
C 1.1211 0.7309 -4.4154 -0.99
C 3.2684 -0.3471 -1.4643 0.07
O 4.4395 -0.3585 -1.1469 -0.66
O 2.3093 -0.8720 -0.7630 -0.22
H 3.8490 2.6742 -4.9427 0.41
H 4.6104 1.4184 -2.9170 0.46
H 0.9090 -0.6934 -2.8333 0.63
H 0.1474 0.5376 -4.8435 0.41
```

As for the net charge: -1. The spin multiplicity is 4. The calculation puts the orbital gap (spin up / spin down) at 7.13 / 7.16 eV. Its expectation value of S² is 3.788. The energy above the lowest of the compared OMol25 structures with the same formula, charge and spin comes out at 101.5 kJ/mol.



[2]
Here is 5 unconnected molecules or ions with the total composition C2H15N2O3 from OMol25. Energies are from wB97M-V/def2-TZVPD.

```
22
Properties=species:S:1:pos:R:3:mulliken_charge:R:1
C -1.7244 0.9227 -1.4496 -0.32
N -0.7878 1.4193 -0.4644 -0.42
C -2.7538 -0.0845 -0.7876 -0.60
N -3.4433 -0.8695 -1.7280 -0.18
H -2.4051 1.6768 -1.8129 0.38
H -1.1994 0.3875 -2.2514 0.34
H -0.4440 2.3652 -0.6186 0.28
H 0.0410 0.8230 -0.4578 0.19
H -2.1569 -0.6369 0.0055 0.31
H -3.4078 0.5362 -0.1423 0.37
H -0.8666 -1.6846 -0.6430 0.01
H -2.8878 -1.6668 -2.0510 0.34
H -4.3355 -1.2379 -1.3799 0.34
H 3.1645 0.8500 0.6789 0.42
H 2.1088 -0.2252 1.1967 0.47
O 2.2269 0.7273 0.9662 -0.29
H 4.3847 1.7170 3.1228 0.39
H 5.5558 0.7749 2.7476 0.38
O 4.6921 1.0903 2.4445 -0.43
H 0.6852 -2.1162 0.7388 0.35
H 2.0462 -2.6625 0.6509 0.38
O 1.5073 -2.1060 1.2348 -0.71
```

As for the net charge: +2. The spin multiplicity is 2. The calculation puts the orbital gap (spin up / spin down) at 8.35 / 3.10 eV. Its expectation value of S² is 1.709. The energy above the lowest of the compared OMol25 structures with the same formula, charge and spin comes out at 678.3 kJ/mol.